(A)
# C5H15N2

A gas-phase ion, C5H15N2 (charge +2) (the ωB97M-V functional and the def2-TZVPD basis, OMol25).

ORCA input file:
```
! wB97M-V def2-TZVPD RIJCOSX def2/J DEFGRID3
* xyz 2 2
N 1.8168 -0.7804 -0.4595
C 0.7435 -0.9139 0.5847
C 1.1549 -1.3095 2.0022
C -0.0492 0.3924 0.7279
N -0.5461 0.8920 -0.6291
C -1.6493 1.9732 -0.4935
C -0.9768 0.0042 -1.7919
H 0.2497 1.3948 -1.0246
H 2.0185 -1.6312 -1.0052
H 2.6727 -0.6799 0.1442
H 0.0149 -1.6105 0.1890
H 0.3777 -2.0368 2.3057
H 1.8108 -0.6062 2.5056
H 1.9157 -2.1290 2.0592
H 0.4575 1.2733 1.1160
H -0.9673 0.2636 1.2887
H -2.5778 1.3724 -0.3935
H -1.8315 2.4243 -1.4684
H -1.4358 2.3602 0.4985
H -0.7747 0.5455 -2.7185
H -0.4039 -0.9132 -1.7403
H -2.0203 -0.2852 -1.6970
*
```

Calculated values
Orbital gap (alpha / beta) in Eh: 0.5000 / 0.2581
Molar mass in g mol⁻¹: 103.19
LUMO energy (alpha / beta) in eV: -7.17 / -13.53
HOMO energy (alpha / beta) in eV: -20.8 / -20.6



(B)
# C5H15N2

A gas-phase ion, C5H15N2 (charge +2) (the ωB97M-V functional and the def2-TZVPD basis, OMol25).

ORCA input file:
```
! wB97M-V def2-TZVPD RIJCOSX def2/J DEFGRID3
* xyz 2 2
N 2.3131 0.8122 0.0432
C 1.2412 1.3509 1.0079
C 0.1122 0.3546 1.3043
N -0.3165 -0.5183 0.2005
C -1.1729 0.1942 -0.7935
C -1.1591 -0.5091 -2.1462
C -1.0061 -1.6871 0.7469
H 2.0879 -0.1496 -0.2189
H 2.3008 1.3526 -0.8253
H 3.2422 0.8699 0.4666
H 1.7848 1.5650 1.9198
H 0.8985 2.2743 0.5573
H -0.7629 0.9090 1.6590
H 0.3942 -0.2592 2.1576
H -0.7733 1.2022 -0.9051
H -2.1662 0.2750 -0.3435
H -0.1355 -0.6335 -2.5066
H -1.5852 -1.5139 -2.0978
H -1.7451 0.0097 -2.9023
H -0.3273 -2.2608 1.3828
H -1.3826 -2.3151 -0.0636
H -1.8421 -1.3229 1.3571
*
```

Calculated values
Orbital gap (alpha / beta) in Eh: 0.4809 / 0.3057
Molar mass in g mol⁻¹: 103.19
LUMO energy (alpha / beta) in eV: -7.43 / -12.16
HOMO energy (alpha / beta) in eV: -20.5 / -20.5



(C)
# C5H15N2

A gas-phase ion, C5H15N2 (charge +2) (the ωB97M-V functional and the def2-TZVPD basis, OMol25).

ORCA input file:
```
! wB97M-V def2-TZVPD RIJCOSX def2/J DEFGRID3
* xyz 2 2
C -1.6415 -0.6676 1.5438
C -0.1508 -0.4456 1.6303
C 0.0216 0.9379 0.7613
C -0.5624 0.9968 -0.6627
C 1.2808 0.7614 -2.5093
N 0.4150 0.1060 -1.4425
N 0.6132 -1.5326 1.0044
H -2.0150 -1.3165 2.3490
H -1.9788 -1.3654 0.7581
H -2.3111 0.2027 1.4128
H 0.3497 -0.1429 2.5709
H 1.0761 1.2698 0.6985
H -0.4828 1.5944 1.4616
H -1.5288 0.4461 -0.6617
H -0.5962 1.9756 -1.1680
H 0.6853 1.5034 -3.0467
H 2.0134 1.3451 -1.9507
H 1.8221 0.0116 -3.0790
H -0.0786 -0.6674 -1.9428
H 1.0827 -0.3116 -0.7779
H -0.0007 -2.2001 0.5275
H 1.0652 -2.1079 1.7700
*
```

Calculated values
Orbital gap (alpha / beta) in Eh: 0.4936 / 0.2923
Molar mass in g mol⁻¹: 103.19
LUMO energy (alpha / beta) in eV: -7.14 / -13.19
HOMO energy (alpha / beta) in eV: -20.6 / -21.1



(D)
# C5H15N2

A gas-phase ion, C5H15N2 (charge +2) (the ωB97M-V functional and the def2-TZVPD basis, OMol25).

ORCA input file:
```
! wB97M-V def2-TZVPD RIJCOSX def2/J DEFGRID3
* xyz 2 2
N -0.5940 0.3914 -1.5239
C -0.4584 -0.0948 -0.1376
C 0.2025 0.9041 0.9021
C 1.6062 1.2087 0.5323
C 2.5338 0.0593 0.4007
C -1.8623 -0.5303 0.4099
N -2.2589 -1.6053 -0.5472
H 0.1714 0.0991 -2.2828
H -1.8431 -1.2239 -1.4181
H -0.6447 1.3940 -1.6972
H 0.2868 -0.8999 -0.2943
H 0.1625 0.4107 1.9489
H -0.3052 1.7902 1.0023
H 1.9160 1.8999 1.3201
H 1.6662 1.7552 -0.4419
H 2.5241 -0.4056 -0.6206
H 2.6073 -0.6177 1.2654
H 3.5005 0.5800 0.4421
H -1.8050 -0.8986 1.4797
H -2.7025 0.1422 0.3996
H -3.1114 -1.9914 -0.8301
H -1.5916 -2.3672 -0.3094
*
```

Calculated values
Orbital gap (alpha / beta) in Eh: 0.4342 / 0.1982
Molar mass in g mol⁻¹: 103.19
LUMO energy (alpha / beta) in eV: -7.47 / -13.67
HOMO energy (alpha / beta) in eV: -19.3 / -19.1



Tell me which of them is the most stable. Sure, it is (B).



(A)
# C2H4OS2

C2H4OS2 in the gas phase (the ωB97M-V functional and the def2-TZVPD basis, OMol25).

ORCA input file:
```
! wB97M-V def2-TZVPD RIJCOSX def2/J DEFGRID3
* xyz 0 1
C -0.0751 0.8519 0.0904
C -0.9560 -0.2747 -0.1859
O 1.5338 -0.9343 -0.9194
S 1.5657 0.0135 0.2373
S -2.0514 -0.9875 0.7737
H 0.1349 1.5105 -0.8669
H -0.4798 1.5180 0.8206
H -0.6707 -0.8664 -1.1401
H 0.9986 -0.8310 1.1904
*
```

Calculated values
Orbital gap in Eh: 0.3011
Molar mass in g mol⁻¹: 108.19
LUMO energy in eV: -0.69
HOMO energy in eV: -8.9



(B)
# C2H4OS2

C2H4OS2 in the gas phase (the ωB97M-V functional and the def2-TZVPD basis, OMol25).

ORCA input file:
```
! wB97M-V def2-TZVPD RIJCOSX def2/J DEFGRID3
* xyz 0 1
O -0.0505 -1.6119 -0.9977
C 0.3502 -0.6851 -0.3770
S 2.2331 -0.6815 -0.1751
C -0.4022 0.5443 0.5042
S -1.7395 0.7265 -0.6797
H 2.0219 0.6291 0.2790
H 0.4012 1.1843 0.0125
H -0.5542 0.4844 1.7091
H -2.2599 -0.5901 -0.2752
*
```

Calculated values
Orbital gap in Eh: 0.3547
Molar mass in g mol⁻¹: 108.19
LUMO energy in eV: 0.35
HOMO energy in eV: -9.3



Tell me which of them is the most stable. Sure, it is (B).



(A)
# C2H4OS2

A molecular structure, C2H4OS2 (the ωB97M-V functional and the def2-TZVPD basis, OMol25).

ORCA input file:
```
! wB97M-V def2-TZVPD RIJCOSX def2/J DEFGRID3
* xyz 0 1
C -0.2326 0.9934 1.1355
C 0.4082 -0.4829 -0.7335
O -0.0617 -1.6983 -0.6600
S -0.8700 1.2072 -0.6369
S 1.2402 0.0160 0.8222
H -0.1604 1.9765 1.5856
H -1.0714 0.3626 1.6638
H 0.9379 -0.4289 -1.6277
H -0.1901 -1.9457 -1.5490
*
```

Calculated values
Orbital gap in Eh: 0.3281
Molar mass in g mol⁻¹: 108.19
LUMO energy in eV: 0.09
HOMO energy in eV: -8.8



(B)
# C2H4OS2

C2H4OS2 in the gas phase (the ωB97M-V functional and the def2-TZVPD basis, OMol25).

ORCA input file:
```
! wB97M-V def2-TZVPD RIJCOSX def2/J DEFGRID3
* xyz 0 1
O -0.5111 1.6053 -0.6216
C 0.0321 0.3889 -0.5296
S 0.9808 -0.2860 -1.6508
C -0.2135 -0.1281 0.7980
S 1.0425 -1.4656 1.2251
H -0.7991 1.7696 -1.5102
H -1.2973 -0.4780 0.8150
H -0.1846 0.6816 1.4940
H 0.9501 -2.0877 -0.0199
*
```

Calculated values
Orbital gap in Eh: 0.3273
Molar mass in g mol⁻¹: 108.19
LUMO energy in eV: 0.10
HOMO energy in eV: -8.8



(C)
# C2H4OS2

2 unconnected molecules or ions with the total composition C2H4OS2 (the ωB97M-V functional and the def2-TZVPD basis, OMol25).

ORCA input file:
```
! wB97M-V def2-TZVPD RIJCOSX def2/J DEFGRID3
* xyz 0 1
C -0.6099 -0.2674 -2.1146
C 0.0135 0.6186 0.2130
O -1.7205 -1.8330 -3.6423
S -1.2053 -0.4648 -3.6147
S 0.4014 0.9723 -1.5551
H -0.6243 -1.3863 -1.1759
H 0.4255 1.2752 0.9314
H 0.2713 -0.4097 0.2835
H -1.0504 0.5893 0.3812
*
```

Calculated values
Orbital gap in Eh: 0.2999
Molar mass in g mol⁻¹: 108.19
LUMO energy in eV: -0.28
HOMO energy in eV: -8.4



(D)
# C2H4OS2

2 unconnected molecules or ions with the total composition C2H4OS2 (the ωB97M-V functional and the def2-TZVPD basis, OMol25).

ORCA input file:
```
! wB97M-V def2-TZVPD RIJCOSX def2/J DEFGRID3
* xyz 0 1
O 0.8200 0.7696 -0.1067
C 1.8048 0.1315 0.0600
S 1.8322 -1.6523 -0.0699
H 2.7169 0.6073 0.2370
H 0.7356 -1.8206 -0.9159
C -2.0249 0.6305 0.2238
S -1.8422 -0.6547 -0.7701
H -2.2517 1.5524 -0.0362
H -1.7906 0.4364 1.3778
*
```

Calculated values
Orbital gap in Eh: 0.3058
Molar mass in g mol⁻¹: 108.19
LUMO energy in eV: -0.42
HOMO energy in eV: -8.7



Tell me which of them is the most stable. Sure, it is (B).



(A)
# C6H14O

2 unconnected molecules or ions with the total composition C6H14O (the ωB97M-V functional and the def2-TZVPD basis, OMol25).

ORCA input file:
```
! wB97M-V def2-TZVPD RIJCOSX def2/J DEFGRID3
* xyz 0 1
C 1.3467 -2.5786 2.2624
C 0.7036 -1.2253 2.3036
C 0.7590 -0.3914 1.2805
O 0.1263 0.8240 1.2826
H 0.6315 -3.3839 2.4378
H 1.8537 -2.7510 1.3134
H 2.0899 -2.6637 3.0577
H 0.1572 -0.9422 3.1948
H 1.3105 -0.6340 0.3769
H 0.5355 1.3887 0.6167
C 0.1256 1.8628 -2.3255
C -1.2081 1.1859 -2.6380
C -1.6319 0.1984 -1.5596
H 0.0192 2.5220 -1.4593
H 0.4499 2.4887 -3.1552
H 0.9024 1.1257 -2.1259
H -1.1543 0.6621 -3.5941
H -1.9646 1.9648 -2.7368
H -2.5032 -0.3733 -1.8796
H -0.8316 -0.5075 -1.3395
H -1.8972 0.7061 -0.6308
*
```

Calculated values
Orbital gap in Eh: 0.3532
Molar mass in g mol⁻¹: 102.18
LUMO energy in eV: 0.96
HOMO energy in eV: -8.7



(B)
# C6H14O

A molecular structure, C6H14O (the ωB97M-V functional and the def2-TZVPD basis, OMol25).

ORCA input file:
```
! wB97M-V def2-TZVPD RIJCOSX def2/J DEFGRID3
* xyz 0 1
C 0.7687 -1.2663 1.0170
C 0.2231 -2.3138 0.0895
C 0.8480 0.7094 -0.1225
C 0.9474 0.5888 -1.4692
O 1.8140 1.2968 0.6572
H 2.3015 1.9173 0.0964
H 0.3215 -1.2460 2.0129
H 1.8520 -1.2712 1.1030
H 0.1281 0.2412 -2.0789
H 1.9258 0.6541 -1.9257
H 0.5803 -2.1259 -0.9303
H 0.5450 -3.3205 0.3739
H -0.8701 -2.3117 0.0704
C -0.8334 1.4097 0.4553
C -2.0383 0.9101 -0.3012
H -2.2751 -0.1209 -0.0268
H -0.5814 2.4393 0.2121
H -0.9285 1.3413 1.5433
H 0.0568 -0.0050 0.6751
H -2.9179 1.5211 -0.0726
H -1.8677 0.9521 -1.3789
*
```

Calculated values
Orbital gap in Eh: 0.2918
Molar mass in g mol⁻¹: 102.18
LUMO energy in eV: 0.86
HOMO energy in eV: -7.1



(C)
# C6H14O

2 unconnected molecules or ions with the total composition C6H14O (the ωB97M-V functional and the def2-TZVPD basis, OMol25).

ORCA input file:
```
! wB97M-V def2-TZVPD RIJCOSX def2/J DEFGRID3
* xyz 0 1
C -1.0757 -0.4506 -2.0828
C -0.7007 -1.2444 -1.0555
C 0.3668 -1.1287 -0.0742
C 0.3761 -0.5737 1.3922
C -0.8316 -0.8459 2.4374
C -1.0016 -2.4095 2.3896
H -0.4667 0.4666 -2.2849
H -1.9299 -0.5554 -2.6952
H -1.1790 -2.2520 -1.2056
H 1.2110 -0.6619 -0.5673
H 0.7382 -2.1084 0.2161
H 0.3477 0.5689 1.5050
H 1.3725 -0.8598 1.7905
H -0.3089 -0.4767 3.4375
H -1.7161 -0.2057 2.3172
H -1.7286 -2.6876 3.0843
H -1.0896 -2.4820 1.2741
H 0.0280 -2.8132 2.6507
O 2.2675 5.4507 -2.7119
H 2.4387 4.5197 -2.9663
H 1.3428 5.8584 -2.9010
*
```

Calculated values
Orbital gap in Eh: 0.3706
Molar mass in g mol⁻¹: 102.18
LUMO energy in eV: 0.70
HOMO energy in eV: -9.4



(D)
# C6H14O

C6H14O in the gas phase (the ωB97M-V functional and the def2-TZVPD basis, OMol25).

ORCA input file:
```
! wB97M-V def2-TZVPD RIJCOSX def2/J DEFGRID3
* xyz 0 1
C 1.6170 -1.1573 -0.1288
C 0.1842 -0.8216 0.2790
C 0.0401 -0.8572 1.7984
C -0.4633 0.3524 -0.4337
C 0.3900 1.0566 -1.4769
C -1.1833 1.3591 0.4501
O -1.5815 -0.5048 -1.2134
H 1.7198 -1.2720 -1.2046
H 1.9062 -2.1011 0.3317
H 2.3147 -0.3885 0.2055
H -0.5287 -1.5872 -0.1814
H -0.9969 -0.7737 2.1134
H 0.4214 -1.8079 2.1707
H 0.6096 -0.0547 2.2692
H 0.7161 0.3600 -2.2447
H 1.2731 1.4964 -1.0097
H -0.1829 1.8552 -1.9481
H -0.4772 1.8572 1.1126
H -1.6662 2.1156 -0.1666
H -1.9404 0.8718 1.0576
H -2.1719 0.0016 -1.7802
*
```

Calculated values
Orbital gap in Eh: 0.4137
Molar mass in g mol⁻¹: 102.18
LUMO energy in eV: 0.95
HOMO energy in eV: -10.3



Tell me which of them is the most stable. Sure, it is (D).